Entry from the OMol25 dataset: a structure of composition C24H46IO12P3S3 (ωB97M-V with the def2-TZVPD basis set).

Last column: Mulliken charge in e.
Geometry (Å):
C 3.933 1.043 1.825  -0.0112
C 2.820 0.946 1.351  -1.4389
C 1.418 1.001 0.745  -0.1460
C 1.449 0.993 -0.832  2.1993
C 0.253 0.146 -1.447  -2.5293
I 0.518 -0.153 -3.628  0.2536
C 0.203 -1.306 -0.845  -0.4242
P -0.704 -2.614 -1.770  0.7086
O -1.122 -3.614 -0.751  -0.8170
O 0.241 -3.470 -2.833  -0.4517
O -2.076 -2.117 -2.524  -0.3913
C -1.159 0.917 -1.358  -0.3849
P -2.064 0.695 0.263  0.2226
C -3.878 0.931 -0.216  -1.2080
C -1.755 2.036 1.512  -0.3571
C -1.261 1.466 2.914  -1.4075
S -0.878 2.615 -1.968  1.6043
O -1.434 3.649 -1.106  -0.6884
O -1.606 2.716 -3.230  -0.7924
O 0.667 2.950 -2.349  -0.4537
C 1.711 2.377 -1.512  1.3180
C 2.976 2.235 -2.469  -1.3112
C 4.363 2.263 -1.730  -0.2870
C 5.373 1.274 -2.429  0.3568
C 4.918 -0.224 -2.251  -1.2485
C 6.801 1.356 -1.746  -1.4163
P 2.254 3.766 -0.301  -0.1249
O 0.922 4.302 0.548  -0.4048
O 2.755 5.036 -1.284  -0.5134
H 4.988 1.236 2.002  0.4460
H 0.901 0.113 1.176  0.2333
H 0.925 1.888 1.191  0.0409
H 2.341 0.359 -1.074  -0.2937
H 1.269 -1.645 -0.766  0.6554
H -0.182 -1.332 0.201  0.1478
H -0.046 -3.163 -3.718  0.3404
H -2.805 -2.065 -1.877  0.2988
H -1.780 0.405 -2.132  1.0367
H -4.211 1.982 -0.115  0.3415
H -4.451 0.254 0.462  0.3965
H -4.012 0.517 -1.239  0.3892
H -2.713 2.573 1.716  0.6928
H -1.020 2.813 1.221  0.1809
H -2.099 1.120 3.545  0.4238
H -0.450 0.733 2.792  0.3829
H -0.804 2.343 3.431  0.3912
H 2.934 3.149 -3.110  0.4148
H 2.939 1.318 -3.085  0.1747
H 4.773 3.294 -1.799  0.3936
H 4.343 1.956 -0.664  0.0315
H 5.470 1.555 -3.499  0.3448
H 4.040 -0.449 -2.912  0.2971
H 4.563 -0.412 -1.211  0.1988
H 5.712 -0.943 -2.541  0.4722
H 6.934 2.288 -1.152  0.3513
H 6.898 0.504 -1.028  0.3318
H 7.622 1.212 -2.483  0.3448
H 0.596 5.114 0.113  0.3123
H 3.674 5.213 -1.025  0.3627
C -5.963 -4.971 -5.164  -0.5953
C -4.454 -5.193 -5.020  -0.7503
C -4.018 -4.540 -3.704  -0.2592
S -5.448 -4.583 -2.624  1.1805
O -5.873 -3.226 -2.373  -0.6567
O -5.214 -5.519 -1.555  -0.6747
C -6.566 -5.320 -3.808  -0.7140
H -6.389 -5.582 -5.961  0.3571
H -6.160 -3.922 -5.401  0.2936
H -4.245 -6.266 -4.985  0.3188
H -3.903 -4.781 -5.866  0.3314
H -3.198 -5.082 -3.236  0.3643
H -3.739 -3.497 -3.848  0.0767
H -7.569 -4.921 -3.667  0.3949
H -6.563 -6.397 -3.641  0.3336
C 1.151 -0.210 7.819  -0.5836
C 1.047 1.263 8.227  -0.5937
C 0.643 2.057 6.980  -0.7786
S -0.285 0.924 5.945  1.2549
O 0.469 0.690 4.744  -0.5789
O -1.671 1.320 5.927  -0.7299
C -0.102 -0.505 7.002  -0.7902
H 1.226 -0.866 8.687  0.3554
H 2.042 -0.361 7.204  0.2900
H 0.280 1.375 8.998  0.2908
H 1.984 1.634 8.642  0.3199
H 0.016 2.911 7.228  0.3962
H 1.515 2.388 6.416  0.3914
H -0.019 -1.405 6.396  0.3917
H -0.984 -0.561 7.640  0.3732

Values from the calculation:
- ΔE to the lowest compared entry with this formula, charge and spin: 0.000 eV
- E_tot: -4361.2049 a.u.
- M: 842.65 Da

---

Entry from the OMol25 dataset: a structure of composition C15H44F6LiN11O13S2 (ωB97M-V with the def2-TZVPD basis set).

Last column: Mulliken charge in e.
Geometry (Å):
Li -0.526 -0.444 0.166  1.1125
C -1.432 1.190 -3.793  0.4008
F -0.997 2.057 -4.692  -0.1890
F -2.475 1.746 -3.167  -0.2286
F -1.931 0.121 -4.379  -0.2021
S -0.019 0.842 -2.630  0.8583
O -0.637 -0.040 -1.674  -0.8317
O 1.107 0.257 -3.284  -0.6261
N 0.224 2.257 -2.002  -0.4246
S 1.300 3.355 -2.578  1.2372
O 2.119 3.864 -1.548  -0.6607
O 1.924 2.909 -3.836  -0.6442
C 0.218 4.836 -2.971  0.4487
F -0.493 5.050 -1.867  -0.2493
F 1.047 5.894 -3.050  -0.2080
F -0.538 4.764 -4.052  -0.1837
C -6.576 -0.104 -2.250  -1.3068
C -5.983 1.089 -1.548  0.1373
O -6.239 0.994 -0.118  -0.6181
H -6.400 -0.959 -1.615  0.4198
H -6.026 -0.210 -3.197  0.3219
H -7.645 0.041 -2.448  0.3477
H -6.430 2.046 -1.908  0.5109
H -4.906 1.118 -1.685  -0.1149
H -6.688 1.829 0.158  0.3093
C 5.969 0.997 -3.000  -1.2858
C 4.427 1.096 -2.775  0.3479
O 4.125 1.903 -1.617  -0.4217
H 6.328 2.006 -3.206  0.3489
H 6.193 0.380 -3.849  0.3834
H 6.404 0.614 -2.061  0.2808
H 3.876 0.177 -2.601  -0.0230
H 4.014 1.528 -3.652  0.2367
H 4.292 2.842 -1.735  0.2430
C 0.860 -3.699 -2.701  -0.8654
C 2.126 -3.415 -1.867  0.2915
O 2.842 -2.250 -2.268  -0.5173
H 0.359 -4.591 -2.191  0.3372
H 1.190 -4.019 -3.707  0.3495
H 0.254 -2.803 -2.832  0.0625
H 2.785 -4.260 -1.948  0.3707
H 1.956 -3.225 -0.792  -0.2500
H 2.290 -1.668 -2.817  0.2339
C 2.762 1.700 4.227  -1.2652
C 1.646 0.669 4.273  0.4507
O 0.391 1.363 4.185  -0.6907
H 2.753 2.183 3.231  0.1847
H 3.706 1.203 4.403  0.3930
H 2.593 2.476 4.939  0.3906
H 1.493 0.073 5.144  0.4989
H 1.887 -0.040 3.518  -0.4175
H 0.198 1.476 3.228  0.2478
C 2.169 -0.459 1.058  -0.0171
O 1.134 -1.209 1.156  -0.2033
N 2.054 0.874 0.878  0.3748
N 3.398 -1.019 1.088  -0.2029
H 1.155 1.282 0.903  0.0765
H 2.832 1.328 0.424  0.0400
H 4.234 -0.496 0.859  0.1827
H 3.515 -2.066 1.080  0.0761
C -1.722 1.815 1.455  0.2455
O -0.744 1.089 1.475  0.2143
N -1.857 2.799 0.485  -0.3703
N -2.745 1.686 2.287  -0.3661
H -2.733 3.123 0.074  0.2872
H -1.103 2.759 -0.221  -0.0610
H -3.569 2.135 2.034  0.3179
H -2.974 0.702 2.554  0.0234
C -2.057 -0.839 3.969  0.1896
O -3.293 -1.055 3.703  -0.7885
N -1.813 0.016 5.039  -0.3498
N -1.012 -1.447 3.290  -0.2206
H -0.999 0.635 4.968  0.3894
H -2.684 0.373 5.401  0.2595
H -1.266 -1.696 2.362  0.4430
H -0.129 -1.000 3.224  0.1236
C -3.347 -1.246 0.137  0.4672
O -2.214 -1.537 0.614  -0.7479
N -3.551 -1.167 -1.172  -0.1961
N -4.353 -1.006 0.998  -0.1423
H -2.738 -1.233 -1.757  0.0047
H -4.422 -1.059 -1.639  0.0777
H -4.176 -1.175 2.005  0.3556
H -5.118 -0.472 0.584  0.1335
C 2.900 -4.441 2.101  0.6317
O 3.698 -4.061 1.276  -0.6649
N 3.103 -5.621 2.803  -0.4423
N 1.755 -3.772 2.395  -0.2003
H 2.476 -6.095 3.465  0.1615
H 3.896 -6.181 2.539  0.2421
H 1.117 -4.349 2.866  0.2186
H 1.465 -3.134 1.679  -0.0941

Values from the calculation:
- E_tot: -3581.7696 a.u.
- M: 771.64 Da

---

no.,lowest unoccupied orbital energy (eV),HOMO level (eV)
1,-0.3,-8.30
2,-0.1,-9.53